Density functional theory data (wB97M-V/def2-TZVPD) for a molecular structure, C3H5NOS2.

```
12
Properties=species:S:1:pos:R:3:forces:R:3
C -0.4430 0.6087 0.8889 -0.231 0.892 0.825
C 0.6351 1.2267 0.4524 0.725 -0.579 0.476
C -0.5167 -0.7822 0.5901 -4.987 -3.421 -2.085
N -1.5083 -0.6996 -1.0678 2.050 0.830 2.590
O 2.4710 0.3898 -1.3558 0.266 0.341 -0.807
S 0.9831 -1.5855 0.2369 0.630 0.138 0.451
S 2.1113 0.2388 0.0438 -0.700 0.264 0.448
H -1.2281 1.1571 1.4362 0.172 -0.480 -0.693
H 0.6815 2.2736 0.5699 0.753 1.085 -0.131
H -1.2842 -1.5079 1.1580 1.968 1.943 -1.065
H -0.9547 0.0885 -1.4468 -0.619 0.155 0.279
H -0.9469 -1.4080 -1.5059 -0.026 -1.166 -0.287
```
Forces are in eV/Å.

## Properties
E_LUMO (alpha / beta) ... -0.004 / -0.004 Ha
Energy above the lowest of the compared OMol25 structures with the same formula, charge and spin ... 339.26 kJ/mol
HOMO level (alpha / beta) ... -9.02 / -9.02 eV
2S+1 ... 1
Frontier orbital gap (alpha / beta) ... 8.9 / 8.9 eV

natural (NBO) population analysis, charges in e, atoms 1 to 6: number 1, C, carries -0.198; number 2, C, carries -0.447; number 3, C, carries -0.298; number 4, N, carries -0.789; number 5, O, carries -0.928; number 6, S, carries 0.071

Density functional theory data (wB97M-V/def2-TZVPD) for 2 unconnected molecules or ions with the total composition ClH2N2P.

```
6
Properties=species:S:1:pos:R:3:forces:R:3
N -3.8224 1.2724 -0.5431 2.258 -0.179 1.898
N -2.9791 1.2105 0.1750 -2.323 0.213 -1.897
P -0.0339 -0.7198 0.5447 2.412 1.592 -0.221
Cl -0.5945 -2.5455 0.0457 -0.848 -1.974 -0.002
H 0.7676 -0.8648 1.7132 -0.723 -0.451 0.512
H 1.2909 -0.9591 -0.0260 -0.776 0.799 -0.290
```
Forces are in eV/Å.

## Properties
E_LUMO ... 0.030 Ha
Energy above the lowest of the compared OMol25 structures with the same formula, charge and spin ... 9.85 kJ/mol
HOMO level ... -9.97 eV
SMILES ... N#N.PCl
2S+1 ... 1
Frontier orbital gap ... 10.8 eV

Partial atomic charges computed with the natural (NBO) method, in multiples of e: number 1, N, carries 0.001; number 2, N, carries -0.002; number 3, P, carries 0.338; number 4, Cl, carries -0.280; number 5, H, carries -0.032; number 6, H, carries -0.025